## i
This record from the OMol25 dataset describes an isolated molecule of C3H4ClFO. The level of theory is ωB97M-V/def2-TZVPD.

LUMO level in eV: 0.87
SMILES: CO/C=C(/F)Cl
Orbital gap in eV: 9.638

ORCA input file:
```
! RIJCOSX wB97M-V def2-TZVPD def2/J DEFGRID3
* xyz 0 1
C 2.5160 -0.6687 -0.9203
O 1.2963 0.0054 -0.7498
C 0.4051 -0.8267 -0.1779
C -0.7076 -0.2913 0.3179
F -1.7991 -0.9539 0.6738
Cl -0.9738 1.3903 0.4557
H 2.3569 -1.4452 -1.7273
H 2.9523 -1.0482 0.0267
H 3.2448 0.0677 -1.3397
H 0.5419 -1.9475 -0.0903
*
```

## ii
This record from the OMol25 dataset describes an isolated molecule of C3H4ClFO. The level of theory is ωB97M-V/def2-TZVPD.

LUMO level in eV: 0.67
SMILES: O=CC[C@H](F)Cl
Orbital gap in eV: 10.620

ORCA input file:
```
! RIJCOSX wB97M-V def2-TZVPD def2/J DEFGRID3
* xyz 0 1
O -1.2817 0.1105 -1.4493
C -1.1034 -0.5931 -0.4766
C -0.2414 -0.1757 0.6036
C 0.9603 0.6460 0.0460
F 0.5618 1.7253 -0.6887
Cl 2.0244 -0.4654 -0.8204
H -1.7206 -1.5688 -0.5290
H 0.1181 -1.1773 1.1626
H -0.8277 0.5460 1.2595
H 1.5103 0.9525 0.8922
*
```

## iii
This record from the OMol25 dataset describes an isolated molecule of C3H4ClFO. The level of theory is ωB97M-V/def2-TZVPD.

LUMO level in eV: 0.74
SMILES: C[C@]1(F)O[C@H]1Cl
Orbital gap in eV: 11.554

ORCA input file:
```
! RIJCOSX wB97M-V def2-TZVPD def2/J DEFGRID3
* xyz 0 1
C 1.2458 -0.2646 0.1211
C -0.1737 -0.3969 -0.3085
F -0.7493 -1.8235 0.1295
O -0.6621 0.3668 -1.2945
C -1.0750 0.7293 0.0218
Cl -2.7720 0.5883 0.4802
H 1.8273 -0.3989 -0.7583
H 1.6132 -1.1806 0.7345
H 1.4809 0.6508 0.5448
H -0.7350 1.7291 0.3293
*
```

## iv
This record from the OMol25 dataset describes a cluster of 2 separate species, C3H4ClFO in total. The level of theory is ωB97M-V/def2-TZVPD.

LUMO level in eV: 0.23
Orbital gap in eV: 9.553

ORCA input file:
```
! RIJCOSX wB97M-V def2-TZVPD def2/J DEFGRID3
* xyz 0 1
C 0.9878 -1.3466 -2.0545
C 0.2123 0.0925 -0.6372
C -0.5530 -0.7675 0.2543
O 1.5056 -2.2880 -1.5896
F -1.8986 -0.7888 -0.0351
Cl 0.8152 -0.8301 -3.6958
H 1.1830 0.2878 -0.3430
H -0.3125 1.0093 -1.2173
H -0.3386 -1.8728 0.0901
H -0.5205 -0.4707 1.4383
*
```

Verdict on stability: iv comes out at the bottom.

## i
This record from the OMol25 dataset describes an isolated molecule of C10H8O3. The level of theory is ωB97M-V/def2-TZVPD.

LUMO level in eV: -0.11
Orbital gap in eV: 9.506

ORCA input file:
```
! RIJCOSX wB97M-V def2-TZVPD def2/J DEFGRID3
* xyz 0 1
C 1.8261 1.2419 1.2876
C 2.7360 0.9876 0.4004
C -2.1860 0.6669 -2.2377
C 1.1194 -0.9446 1.3735
C -0.6486 0.7741 1.0920
C -0.7416 -0.8318 -0.9549
C -0.1027 1.5500 -1.3151
C 0.6877 0.4387 1.7296
C 1.2926 0.0578 0.2806
C -0.0829 0.4096 -0.2621
O -3.2015 0.8082 -2.8718
O -1.9544 -0.5110 -1.6515
O -1.3988 1.7578 -1.9486
H 2.1467 -1.1955 1.6319
H 0.4748 -1.7064 1.2475
H -1.3917 0.0638 1.4299
H -0.9761 1.8575 1.1076
H -0.1699 -1.3660 -1.7307
H -0.9892 -1.6719 -0.2229
H 0.0964 2.5480 -0.8687
H 0.7165 1.5256 -2.1001
*
```

## ii
This record from the OMol25 dataset describes an isolated molecule of C10H8O3. The level of theory is ωB97M-V/def2-TZVPD.

LUMO level in eV: 0.09
SMILES: COc1cc2ccccc2oc1=O
Orbital gap in eV: 8.965

ORCA input file:
```
! RIJCOSX wB97M-V def2-TZVPD def2/J DEFGRID3
* xyz 0 1
C -3.7682 -0.3419 0.5941
O -2.8708 -0.6739 -0.4832
C -1.5808 -0.2830 -0.3103
C -0.5695 -1.1688 -0.4396
C 0.7711 -0.5091 -0.2861
C 1.9599 -1.2562 -0.2199
C 3.1380 -0.6446 -0.0619
C 3.3444 0.7156 0.0415
C 2.1812 1.4714 0.0851
C 0.9537 0.8373 -0.1936
O -0.1374 1.6820 -0.2560
C -1.3837 1.1726 -0.3280
O -2.2491 1.9600 -0.4607
H -3.3584 -0.7996 1.5428
H -3.7130 0.7914 0.6423
H -4.7596 -0.6880 0.4022
H -0.6718 -2.2292 -0.5764
H 2.0023 -2.3763 -0.4417
H 4.0033 -1.3399 0.2101
H 4.4230 1.1260 0.2321
H 2.2854 2.5544 0.3073
*
```

Verdict on stability: i comes out at the bottom.